C28H63GaN3O7S2 | the ωB97M-V functional and the def2-TZVPD basis

Last column: Mulliken charge in e.
CARTESIAN COORDINATES (ANGSTROEM)
C1 -7.219 3.547 3.412  -1.00
C2 -6.571 2.424 2.461  -0.44
C3 -5.679 1.353 3.309  -0.20
C4 -5.431 0.111 2.282  -1.13
N1 -4.437 -0.880 2.783  0.56
C5 -3.674 -1.550 1.660  -1.22
C6 -2.084 -1.691 1.962  -0.26
C7 -1.152 -1.446 0.681  -0.52
C8 0.333 -2.015 1.063  -0.59
Ga1 1.745 -0.854 0.044  0.37
C9 1.355 1.157 0.378  -0.57
C10 2.011 2.002 -0.840  0.18
C11 1.790 3.593 -0.593  -0.53
N2 0.359 4.033 -0.840  -0.69
O1 1.684 -1.150 -1.862  -0.39
C12 2.675 -2.164 -2.141  0.55
N3 3.615 -2.740 -2.657  -0.68
C13 -5.016 -1.851 3.703  -0.20
S1 -6.556 -1.752 4.390  -0.23
S2 -4.006 -3.352 4.219  -0.10
C14 -3.575 -3.218 6.020  -0.54
C15 -3.614 -1.729 6.622  -0.05
C16 -2.332 -1.512 7.614  -1.07
H1 -8.119 3.114 3.975  0.27
H2 -7.514 4.472 2.813  0.32
H3 -6.416 3.806 4.206  0.26
H4 -5.923 2.836 1.611  0.30
H5 -7.449 1.873 1.942  0.25
H6 -4.706 1.821 3.677  0.24
H7 -6.347 1.051 4.195  0.26
H8 -5.009 0.613 1.328  0.43
H9 -6.437 -0.345 1.960  0.26
H10 -3.762 -1.013 0.658  0.57
H11 -4.188 -2.579 1.512  0.34
H12 -1.835 -1.012 2.847  0.25
H13 -1.915 -2.777 2.315  0.26
H14 -1.468 -2.010 -0.260  0.23
H15 -1.130 -0.319 0.466  0.10
H16 0.420 -3.134 0.774  0.31
H17 0.517 -1.965 2.206  0.21
H18 3.218 -1.135 0.636  -0.32
H19 1.895 1.431 1.363  0.24
H20 0.242 1.418 0.432  0.19
H21 3.145 1.799 -0.892  0.16
H22 1.490 1.732 -1.821  -0.22
H23 2.128 3.875 0.471  0.27
H24 2.452 4.128 -1.370  0.20
H25 -0.213 3.179 -0.927  0.27
H26 0.353 4.470 -1.778  0.33
H27 -2.502 -3.621 6.186  0.32
H28 -4.249 -3.933 6.632  0.29
H29 -4.536 -1.612 7.309  0.26
H30 -3.532 -0.907 5.837  0.09
H31 -1.993 -2.516 8.076  0.29
H32 -1.457 -1.046 7.023  0.27
H33 -2.606 -0.830 8.504  0.30
C17 2.835 -4.169 3.909  -0.92
O2 2.948 -3.977 2.507  -0.07
C18 4.299 -4.038 2.057  -0.45
C19 4.615 -5.390 1.426  -0.56
O3 4.573 -6.440 2.392  -0.39
C20 3.359 -7.178 2.337  -0.66
H34 1.786 -4.355 4.144  0.22
H35 3.427 -5.019 4.255  0.41
H36 3.154 -3.262 4.432  0.29
H37 4.993 -3.815 2.875  0.35
H38 4.416 -3.261 1.295  0.29
H39 5.635 -5.363 1.030  0.36
H40 3.936 -5.601 0.592  0.33
H41 3.379 -7.844 1.468  0.33
H42 2.484 -6.527 2.281  0.25
H43 3.292 -7.794 3.237  0.24
C21 3.886 2.916 -5.126  -0.70
O4 4.041 2.247 -3.883  -0.30
C22 4.099 0.830 -4.034  0.24
C23 5.534 0.321 -3.952  -0.64
O5 6.311 0.770 -5.064  -0.39
C24 7.137 1.878 -4.733  -0.70
H44 4.093 3.976 -4.968  0.26
H45 4.569 2.537 -5.888  0.41
H46 2.853 2.810 -5.472  0.14
H47 3.622 0.515 -4.969  0.34
H48 3.529 0.398 -3.209  -0.22
H49 5.521 -0.772 -3.995  0.36
H50 6.001 0.615 -3.006  0.32
H51 7.995 1.528 -4.147  0.34
H52 6.596 2.642 -4.171  0.28
H53 7.514 2.313 -5.662  0.24
C25 0.048 3.086 -4.411  -1.03
O6 0.225 3.187 -5.820  -0.35
C26 -0.735 2.422 -6.544  -0.54
C27 -1.852 3.306 -7.091  -0.52
O7 -2.640 3.859 -6.040  -0.37
C28 -2.294 5.209 -5.756  -0.72
H54 0.640 3.869 -3.936  0.22
H55 -0.997 3.211 -4.120  0.58
H56 0.413 2.115 -4.063  0.35
H57 -1.141 1.616 -5.923  0.35
H58 -0.208 1.964 -7.386  0.38
H59 -2.522 2.690 -7.700  0.36
H60 -1.447 4.097 -7.732  0.33
H61 -2.700 5.860 -6.538  0.33
H62 -1.213 5.350 -5.685  0.28
H63 -2.756 5.487 -4.806  0.25

Properties
charge	-1
HOMO energy	-0.190	Ha
energy relative to the best compared isomer or geometry (same formula, charge and spin)	0.0	kJ/mol

---

C28H64N7O6 | the ωB97M-V functional and the def2-TZVPD basis

Last column: Mulliken charge in e.
CARTESIAN COORDINATES (ANGSTROEM)
C1 -0.417 1.917 0.315  -1.63
C2 0.626 2.844 -0.305  1.05
C3 -0.032 3.975 -1.100  -1.65
C4 1.579 3.426 0.751  -0.81
C5 2.971 3.706 0.194  -0.77
C6 3.984 4.290 1.192  0.77
C7 5.254 4.798 0.498  -1.20
C8 4.980 6.048 -0.342  -0.06
C9 4.262 7.138 0.437  -0.95
N1 3.059 6.586 1.164  -0.05
C10 3.401 5.408 2.042  -1.39
H1 -0.853 1.237 -0.414  0.24
H2 -1.237 2.487 0.760  0.34
H3 0.018 1.289 1.093  0.43
H4 1.222 2.256 -1.014  0.31
H5 -0.435 3.626 -2.051  0.39
H6 0.680 4.779 -1.330  0.35
H7 -0.860 4.413 -0.538  0.38
H8 1.121 4.355 1.123  0.33
H9 1.654 2.759 1.615  0.27
H10 2.878 4.360 -0.683  0.06
H11 3.394 2.775 -0.192  0.41
H12 4.258 3.505 1.902  0.49
H13 6.023 5.014 1.245  0.41
H14 5.650 4.017 -0.153  0.39
H15 5.915 6.479 -0.704  0.12
H16 4.395 5.797 -1.229  0.30
H17 3.903 7.931 -0.217  0.41
H18 4.891 7.582 1.209  0.36
H19 2.334 6.308 0.496  0.37
H20 2.657 7.323 1.743  0.37
H21 4.112 5.779 2.781  0.50
H22 2.486 5.113 2.550  0.48
C11 -1.164 -2.139 -0.615  -0.23
O1 -1.053 -1.175 0.128  -0.60
N2 -2.192 -2.332 -1.453  0.44
C12 -2.296 -3.524 -2.265  -0.87
C13 -3.228 -1.310 -1.529  -0.99
H23 -0.411 -2.944 -0.659  0.42
H24 -2.276 -3.283 -3.331  0.29
H25 -3.209 -4.073 -2.035  0.27
H26 -1.463 -4.185 -2.034  0.31
H27 -2.803 -0.360 -1.846  0.17
H28 -3.720 -1.177 -0.566  0.32
H29 -3.968 -1.619 -2.264  0.40
C14 -2.035 -4.881 1.323  0.28
O2 -2.489 -5.372 0.300  -0.64
N3 -1.587 -5.593 2.369  0.16
C15 -1.064 -4.967 3.570  -0.87
C16 -1.638 -7.041 2.292  -1.02
H30 -1.962 -3.792 1.476  0.21
H31 -0.024 -5.261 3.734  0.32
H32 -1.649 -5.249 4.445  0.38
H33 -1.100 -3.885 3.451  0.28
H34 -1.053 -7.406 1.446  0.32
H35 -2.664 -7.388 2.159  0.28
H36 -1.233 -7.451 3.214  0.40
C17 -6.981 -2.265 -0.019  0.06
O3 -6.092 -1.549 0.398  -0.56
N4 -6.909 -3.611 -0.077  0.19
C18 -7.997 -4.416 -0.582  -0.92
C19 -5.702 -4.262 0.405  -0.77
H37 -7.939 -1.866 -0.391  0.30
H38 -8.372 -5.099 0.184  0.32
H39 -7.684 -5.007 -1.446  0.33
H40 -8.814 -3.766 -0.889  0.30
H41 -5.528 -4.020 1.454  0.30
H42 -4.824 -3.943 -0.156  0.02
H43 -5.814 -5.339 0.297  0.42
C20 8.899 8.460 -2.678  0.09
O4 9.069 9.443 -3.364  -0.56
N5 8.803 7.198 -3.160  0.11
C21 8.564 6.070 -2.294  -0.98
C22 8.940 6.995 -4.593  -0.95
H44 8.799 8.509 -1.578  0.30
H45 9.368 5.334 -2.346  0.38
H46 7.626 5.570 -2.554  0.33
H47 8.499 6.426 -1.265  0.31
H48 9.914 7.340 -4.940  0.29
H49 8.177 7.552 -5.137  0.30
H50 8.837 5.934 -4.809  0.39
C23 -2.702 -0.022 -5.143  0.09
O5 -2.978 0.689 -4.198  -0.60
N6 -1.489 -0.061 -5.735  0.15
C24 -1.207 -0.927 -6.859  -0.97
C25 -0.445 0.797 -5.209  -0.91
H51 -3.429 -0.714 -5.600  0.32
H52 -0.410 -1.636 -6.622  0.34
H53 -0.909 -0.351 -7.737  0.36
H54 -2.103 -1.492 -7.109  0.30
H55 -0.245 0.565 -4.162  0.26
H56 -0.739 1.846 -5.269  0.28
H57 0.461 0.644 -5.792  0.39
C26 -2.812 -6.491 7.397  0.13
O6 -2.296 -5.783 6.552  -0.59
N7 -3.599 -7.548 7.118  0.11
C27 -4.199 -8.359 8.156  -0.92
C28 -3.849 -7.870 5.725  -0.85
H58 -2.678 -6.318 8.477  0.24
H59 -3.868 -9.397 8.085  0.33
H60 -5.288 -8.336 8.092  0.33
H61 -3.904 -7.970 9.130  0.29
H62 -2.917 -8.100 5.207  0.22
H63 -4.321 -7.032 5.212  0.29
H64 -4.506 -8.736 5.678  0.38

Properties
charge	+1
HOMO energy	-0.371	Ha

---

Number 1: DFT total energy -4516.48912 a.u., Kohn-Sham gap 0.2484 Eh. Number 2: DFT total energy -1939.79822 a.u., Kohn-Sham gap 0.2669 Eh.